C4H10O2 | ωB97M-V/def2-TZVPD

Each line ends with the natural charge from an NBO analysis.
Element x y z (Å)
C  1.6032  1.3754  0.3594  -0.359
C  0.2658  1.1984  0.2012  -0.163
C  -0.2520  0.7918  -1.0662  -0.335
C  -1.5337  0.4662  -1.5979  -0.350
H  2.2025  1.3125  -0.4973  0.193
H  2.2787  1.6036  1.1426  0.229
H  -0.9383  1.9422  1.3841  0.175
H  0.4986  0.8264  -1.8666  0.217
H  -1.6230  0.4392  -2.7036  0.214
H  -2.4316  0.3554  -1.0338  0.208
H  -0.1465  -0.0928  1.5345  0.487
H  -0.2841  -1.7492  1.9215  0.488
O  -0.0012  -0.8920  2.2167  -0.988
H  -0.3399  -1.2051  -0.6349  0.479
H  0.7354  -2.2742  -0.9770  0.468
O  -0.0554  -2.1265  -0.4228  -0.962

Cartesian forces (eV/Å) of the 3 atoms listed first:
C -2.2 0.0 0.1
C -0.3 2.4 2.8
C -4.0 -0.3 -3.2

- LUMO level: -0.61 eV
- Strongest force on any atom: 5.1 eV Å⁻¹
- 2S+1: 1

***

C4H10O2 | ωB97M-V/def2-TZVPD

Each line ends with the natural charge from an NBO analysis.
Element x y z (Å)
C  0.6508  0.5657  2.0574  -0.605
C  -0.0100  -0.4114  1.0846  -0.407
C  -0.3499  0.2643  -0.2450  0.077
O  0.7394  1.0842  -0.6062  -0.730
C  -0.5953  -0.7290  -1.3866  -0.083
O  -0.5229  0.0119  -2.6038  -0.739
H  0.9261  0.0680  2.9928  0.205
H  1.5543  0.9787  1.6030  0.227
H  -0.0111  1.4057  2.2967  0.202
H  0.6789  -1.2464  0.8974  0.195
H  -0.9199  -0.8395  1.5258  0.202
H  -1.2622  0.8753  -0.1183  0.152
H  0.6304  1.2265  -1.5594  0.488
H  -1.5796  -1.2083  -1.2978  0.171
H  0.1777  -1.5092  -1.3631  0.165
H  -0.1068  -0.5366  -3.2774  0.480

Cartesian forces (eV/Å) of the 3 atoms listed first:
C 0.0 0.0 0.0
C 0.0 -0.1 0.0
C -0.2 -0.2 0.1

- SMILES: CC[C@@H](O)CO
- LUMO level: 0.77 eV
- Strongest force on any atom: 0.4 eV Å⁻¹
- 2S+1: 1

***

C4H10O2 | ωB97M-V/def2-TZVPD

Each line ends with the natural charge from an NBO analysis.
Element x y z (Å)
C  -2.1032  0.6096  -2.9433  -0.551
C  -1.0285  0.5001  -2.1716  0.155
O  -0.6140  1.4599  -1.2905  -0.669
H  -2.4370  -0.2600  -3.4924  0.208
H  -2.9099  1.3357  -2.8946  0.194
H  -0.3183  -0.2807  -2.3963  0.191
H  -1.3699  2.0428  -1.2086  0.472
C  1.7892  0.0177  2.3225  -0.631
C  0.6470  -0.7618  1.6959  -0.068
O  1.2368  -1.4467  0.5483  -0.728
H  2.0151  0.8923  1.7099  0.214
H  2.7389  -0.4927  2.4375  0.218
H  1.5130  0.2739  3.3511  0.204
H  0.2260  -1.4749  2.4049  0.157
H  -0.1742  -0.1138  1.3859  0.171
H  0.7890  -2.3013  0.5414  0.464

Cartesian forces (eV/Å) of the 3 atoms listed first:
C -1.2 -0.9 0.2
C 0.1 0.9 -0.9
O 0.1 -0.7 -0.1

- SMILES: C=CO.CCO
- LUMO level: 0.89 eV
- Strongest force on any atom: 1.5 eV Å⁻¹
- 2S+1: 1

***

C4H10O2 | ωB97M-V/def2-TZVPD

Each line ends with the natural charge from an NBO analysis.
Element x y z (Å)
C  -1.6936  -0.8545  -0.8400  -0.609
C  -0.9042  0.0207  0.1310  -0.431
C  0.6060  -0.2117  0.0385  0.083
O  1.1402  0.2089  -1.1950  -0.723
C  1.4225  0.4949  1.1123  -0.064
O  1.3262  1.8817  1.0832  -0.721
H  -1.4936  -0.5846  -1.8773  0.189
H  -1.4379  -1.9054  -0.7060  0.206
H  -2.7623  -0.7409  -0.6681  0.220
H  -1.2197  -0.1964  1.1519  0.211
H  -1.1041  1.0778  -0.0648  0.205
H  0.7526  -1.2978  0.4980  0.145
H  0.5746  -0.0935  -1.9136  0.474
H  2.4728  0.1907  1.0665  0.168
H  1.0477  -0.1540  2.0241  0.165
H  1.2729  2.1641  0.1595  0.481

Cartesian forces (eV/Å) of the 3 atoms listed first:
C 0.1 0.1 0.2
C 0.3 0.2 -0.2
C 0.2 -1.1 2.0

- SMILES: CC[C@@H](O)CO
- LUMO level: 0.81 eV
- Strongest force on any atom: 2.6 eV Å⁻¹
- 2S+1: 1

***

Which of these has the highest strongest force on any atom? number 1